# 1
{
  "formula": "C39H89Br12Cl10O20P5",
  "method": "ωB97M-V with the def2-TZVPD basis set",
  "e_tot_ev": -1095026.7933,
  "molar_mass_g_mol": 2346.37,
  "elements": ["C", "C", "O", "P", "O", "O", "C", "C", "O", "C", "C", "H", "H", "H", "H", "H", "H", "H", "H", "H", "H", "H", "H", "H", "H", "H", "C", "C", "O", "P", "O", "O", "C", "C", "O", "C", "C", "H", "H", "H", "H", "H", "H", "H", "H", "H", "H", "H", "H", "H", "H", "H", "C", "C", "O", "P", "O", "O", "C", "C", "O", "C", "C", "H", "H", "H", "H", "H", "H", "H", "H", "H", "H", "H", "H", "H", "H", "H", "C", "C", "O", "P", "O", "O", "C", "C", "O", "C", "C", "H", "H", "H", "H", "H", "H", "H", "H", "H", "H", "H", "H", "H", "H", "H", "C", "C", "O", "P", "O", "O", "C", "C", "O", "C", "C", "H", "H", "H", "H", "H", "H", "H", "H", "H", "H", "H", "H", "H", "H", "H", "C", "Cl", "Cl", "H", "H", "C", "Cl", "Cl", "H", "H", "C", "Cl", "Cl", "H", "H", "C", "Cl", "Cl", "H", "H", "C", "Cl", "Cl", "H", "H", "C", "Br", "Br", "Br", "H", "C", "Br", "Br", "Br", "H", "C", "Br", "Br", "Br", "H", "C", "Br", "Br", "Br", "H"],
  "xyz": [[2.890, 2.674, 0.568], [3.221, 2.951, -0.889], [2.395, 3.983, -1.447], [2.637, 5.517, -1.221], [1.505, 6.324, -1.646], [4.048, 5.830, -1.880], [4.093, 5.702, -3.332], [5.511, 5.374, -3.765], [3.158, 5.775, 0.262], [2.096, 5.891, 1.231], [2.731, 6.294, 2.533], [1.857, 2.274, 0.688], [3.481, 1.947, 0.983], [2.908, 3.552, 1.136], [4.252, 3.293, -0.884], [3.161, 2.077, -1.475], [3.330, 5.041, -3.560], [3.758, 6.659, -3.732], [5.867, 4.568, -3.131], [5.648, 5.088, -4.823], [6.085, 6.209, -3.430], [1.338, 6.571, 0.851], [1.550, 4.945, 1.362], [3.402, 5.520, 2.858], [3.267, 7.191, 2.293], [2.044, 6.495, 3.418], [3.755, 2.549, 4.039], [3.062, 1.222, 4.206], [1.924, 1.058, 3.399], [0.542, 1.793, 3.509], [-0.403, 1.492, 2.446], [0.010, 1.507, 5.006], [-0.661, 0.273, 5.255], [0.152, -0.890, 5.694], [0.936, 3.325, 3.747], [-0.132, 4.320, 3.820], [-0.219, 4.801, 5.200], [3.173, 3.440, 4.281], [4.539, 2.565, 4.762], [4.198, 2.658, 3.013], [3.694, 0.407, 3.917], [2.771, 1.004, 5.255], [-1.422, 0.559, 6.031], [-1.317, 0.036, 4.345], [0.942, -1.350, 5.003], [0.619, -0.605, 6.616], [-0.665, -1.575, 5.807], [0.131, 5.081, 3.083], [-1.063, 3.789, 3.495], [0.696, 5.337, 5.499], [-1.028, 5.516, 5.298], [-0.372, 3.939, 5.893], [-3.466, -2.142, 4.390], [-3.131, -2.743, 5.720], [-3.374, -1.756, 6.771], [-4.427, -1.827, 7.913], [-4.549, -3.177, 8.506], [-4.040, -0.688, 8.990], [-3.920, 0.718, 8.650], [-2.478, 1.196, 8.531], [-5.728, -1.335, 7.238], [-6.890, -1.481, 8.047], [-7.108, -0.357, 9.034], [-3.202, -2.788, 3.526], [-4.493, -1.752, 4.216], [-2.888, -1.231, 4.187], [-3.873, -3.499, 5.945], [-2.171, -3.154, 5.826], [-4.434, 0.857, 7.698], [-4.456, 1.205, 9.513], [-1.835, 0.412, 8.172], [-2.456, 2.046, 7.758], [-2.167, 1.601, 9.483], [-7.628, -1.471, 7.262], [-6.994, -2.433, 8.546], [-8.155, -0.213, 9.377], [-6.507, -0.487, 9.964], [-6.861, 0.621, 8.546], [-0.020, -0.539, -5.476], [-0.274, 0.687, -4.673], [0.974, 1.434, -4.556], [1.331, 2.608, -5.568], [0.698, 2.514, -6.952], [0.901, 3.906, -4.719], [0.600, 5.107, -5.552], [-0.797, 5.031, -6.183], [2.931, 2.585, -5.650], [3.535, 2.603, -7.005], [3.948, 1.229, -7.373], [0.017, -0.160, -6.494], [0.997, -0.878, -5.262], [-0.821, -1.275, -5.485], [-1.056, 1.354, -5.063], [-0.573, 0.417, -3.710], [0.704, 5.970, -4.896], [1.403, 5.139, -6.309], [-1.001, 5.979, -6.664], [-0.838, 4.203, -6.873], [-1.602, 4.871, -5.419], [2.779, 3.010, -7.630], [4.421, 3.228, -6.829], [4.254, 1.237, -8.443], [4.744, 0.845, -6.791], [3.149, 0.480, -7.334], [1.851, -3.771, -2.614], [1.046, -4.969, -3.049], [0.736, -4.829, -4.451], [1.428, -5.697, -5.623], [2.746, -6.230, -5.286], [1.370, -4.771, -6.879], [2.483, -3.859, -7.067], [3.481, -4.119, -8.163], [0.364, -6.767, -6.025], [-0.915, -6.408, -6.643], [-1.927, -7.488, -6.521], [2.473, -3.509, -3.501], [1.273, -2.867, -2.477], [2.481, -3.940, -1.780], [1.530, -5.887, -2.756], [0.069, -4.993, -2.539], [1.942, -2.904, -7.168], [3.089, -3.775, -6.158], [3.998, -5.093, -8.046], [3.015, -4.107, -9.155], [4.268, -3.373, -8.007], [-1.182, -5.498, -6.117], [-0.830, -6.167, -7.713], [-2.903, -7.207, -6.911], [-1.556, -8.295, -7.123], [-1.966, -7.718, -5.471], [-5.820, -2.763, 0.033], [-6.174, -3.724, 1.472], [-6.414, -3.516, -1.476], [-6.437, -1.898, 0.098], [-4.775, -2.515, -0.016], [-3.634, 0.879, 2.709], [-4.213, -0.493, 1.674], [-4.464, 2.418, 2.302], [-3.942, 0.582, 3.735], [-2.551, 1.105, 2.549], [-1.131, 4.062, -1.490], [-1.502, 2.362, -1.606], [-2.123, 4.895, -0.172], [-0.099, 4.263, -1.341], [-1.484, 4.600, -2.398], [-3.951, -3.632, -4.907], [-2.316, -3.278, -4.242], [-4.975, -2.296, -4.859], [-3.807, -3.928, -5.973], [-4.372, -4.506, -4.453], [2.867, -1.954, 2.108], [3.460, -2.784, 3.559], [3.758, -2.556, 0.642], [1.849, -2.120, 1.869], [3.068, -0.862, 2.213], [0.326, -5.557, 5.445], [2.093, -6.223, 5.590], [0.178, -4.424, 3.943], [-0.310, -4.832, 7.142], [-0.324, -6.390, 5.151], [5.329, -0.563, -2.685], [6.482, -1.587, -3.808], [3.553, -0.380, -3.276], [6.128, 1.139, -2.295], [5.426, -1.068, -1.715], [-0.803, -0.839, 0.128], [-0.826, -1.984, 1.638], [-1.698, -1.616, -1.396], [0.996, -0.536, -0.402], [-1.195, 0.078, 0.511], [-3.677, -6.195, 0.521], [-3.095, -5.501, 2.192], [-3.142, -8.047, 0.331], [-3.122, -5.100, -0.878], [-4.764, -6.177, 0.590]]
}

***

# 2
{
  "formula": "C39H90B3NO10S2",
  "method": "ωB97M-V with the def2-TZVPD basis set",
  "de_lowest_kcal_mol": 0.0,
  "e_tot_ev": -87575.4268,
  "smiles": "CCCCCCCCN(CCCCCCCC)C(=S)SCCCB1OBOB(OCCOCC)O1.CC(C)O.CC(C)O.CC(C)O.CC(C)O.CC(C)O",
  "molar_mass_g_mol": 829.72,
  "elements": ["C", "C", "C", "C", "C", "C", "C", "C", "N", "C", "C", "C", "C", "C", "C", "C", "C", "C", "S", "S", "C", "C", "C", "B", "O", "B", "O", "B", "O", "C", "C", "O", "C", "C", "O", "H", "H", "H", "H", "H", "H", "H", "H", "H", "H", "H", "H", "H", "H", "H", "H", "H", "H", "H", "H", "H", "H", "H", "H", "H", "H", "H", "H", "H", "H", "H", "H", "H", "H", "H", "H", "H", "H", "H", "H", "H", "H", "H", "H", "H", "H", "H", "H", "H", "H", "C", "C", "C", "O", "H", "H", "H", "H", "H", "H", "H", "H", "C", "C", "C", "O", "H", "H", "H", "H", "H", "H", "H", "H", "C", "C", "C", "O", "H", "H", "H", "H", "H", "H", "H", "H", "C", "C", "C", "O", "H", "H", "H", "H", "H", "H", "H", "H", "C", "C", "C", "O", "H", "H", "H", "H", "H", "H", "H", "H"],
  "xyz": [[-0.699, 1.088, 6.591], [-2.147, 1.335, 7.037], [-2.425, 2.791, 7.467], [-3.201, 3.621, 6.439], [-2.332, 4.104, 5.264], [-2.537, 3.305, 3.963], [-1.261, 3.173, 3.122], [-1.458, 3.401, 1.622], [-0.494, 2.632, 0.820], [-0.340, 3.133, -0.565], [0.310, 4.508, -0.645], [1.816, 4.418, -0.393], [2.619, 3.983, -1.631], [3.757, 2.995, -1.343], [5.126, 3.657, -1.149], [6.308, 2.678, -1.259], [6.951, 2.298, 0.084], [-0.556, 1.254, 0.904], [0.666, 0.288, 0.400], [-2.087, 0.549, 1.499], [-1.510, -0.607, 2.773], [-2.282, -1.923, 2.761], [-2.252, -2.624, 1.396], [-2.445, -4.169, 1.446], [-3.079, -4.817, 2.500], [-3.527, -6.100, 2.245], [-3.886, -6.404, 0.953], [-3.098, -5.827, -0.035], [-3.359, -6.066, -1.332], [-2.845, -5.200, -2.343], [-3.639, -5.383, -3.609], [-3.262, -6.593, -4.236], [-3.346, -6.556, -5.658], [-4.677, -6.032, -6.183], [-2.073, -4.987, 0.388], [-0.009, 1.745, 7.123], [-0.391, 0.058, 6.786], [-0.557, 1.268, 5.523], [-2.832, 1.064, 6.228], [-2.364, 0.671, 7.876], [-1.458, 3.280, 7.624], [-2.957, 2.805, 8.421], [-4.033, 3.026, 6.042], [-3.659, 4.471, 6.950], [-2.575, 5.149, 5.054], [-1.277, 4.065, 5.549], [-2.901, 2.305, 4.214], [-3.329, 3.777, 3.374], [-0.811, 2.195, 3.291], [-0.524, 3.897, 3.476], [-2.490, 3.213, 1.304], [-1.265, 4.452, 1.419], [0.313, 2.427, -1.075], [-1.313, 3.105, -1.074], [0.126, 4.895, -1.653], [-0.149, 5.224, 0.037], [1.985, 3.697, 0.414], [2.170, 5.391, -0.043], [1.934, 3.530, -2.356], [3.025, 4.871, -2.125], [3.504, 2.419, -0.446], [3.829, 2.275, -2.163], [5.148, 4.113, -0.152], [5.231, 4.465, -1.879], [5.964, 1.760, -1.742], [7.080, 3.086, -1.909], [6.560, 1.359, 0.479], [8.030, 2.173, -0.018], [6.781, 3.069, 0.840], [-1.601, -0.111, 3.740], [-0.457, -0.796, 2.560], [-3.314, -1.749, 3.075], [-1.810, -2.564, 3.511], [-3.057, -2.237, 0.759], [-1.318, -2.398, 0.871], [-3.542, -6.926, 3.099], [-1.793, -5.424, -2.527], [-2.914, -4.157, -2.020], [-4.709, -5.378, -3.376], [-3.441, -4.525, -4.263], [-2.507, -5.970, -6.056], [-3.221, -7.587, -5.991], [-4.865, -6.439, -7.178], [-5.496, -6.350, -5.539], [-4.702, -4.947, -6.266], [9.505, 2.178, -5.491], [9.655, 1.732, -4.046], [10.533, 0.498, -3.922], [8.378, 1.508, -3.450], [9.031, 1.388, -6.081], [8.880, 3.069, -5.553], [10.474, 2.399, -5.939], [10.088, 2.545, -3.460], [10.087, -0.338, -4.469], [10.633, 0.204, -2.877], [11.528, 0.678, -4.331], [7.947, 0.793, -3.933], [-4.344, -10.858, -2.971], [-4.964, -10.475, -4.306], [-4.082, -10.891, -5.474], [-5.237, -9.080, -4.353], [-3.385, -10.349, -2.846], [-4.995, -10.557, -2.150], [-4.172, -11.933, -2.907], [-5.942, -10.954, -4.403], [-3.114, -10.385, -5.408], [-4.548, -10.614, -6.421], [-3.903, -11.967, -5.475], [-4.396, -8.607, -4.274], [3.307, 3.975, 3.219], [2.504, 4.580, 4.358], [3.404, 5.177, 5.425], [1.612, 3.611, 4.911], [3.937, 3.162, 3.594], [2.643, 3.564, 2.458], [3.954, 4.726, 2.763], [1.850, 5.361, 3.962], [4.040, 4.401, 5.863], [2.813, 5.620, 6.227], [4.043, 5.942, 4.987], [2.136, 2.888, 5.274], [-9.293, -6.125, -6.903], [-8.598, -5.738, -5.608], [-9.582, -5.255, -4.556], [-7.592, -4.754, -5.851], [-9.813, -5.260, -7.325], [-8.567, -6.477, -7.635], [-10.029, -6.913, -6.735], [-8.048, -6.599, -5.222], [-10.110, -4.366, -4.913], [-9.060, -4.994, -3.636], [-10.325, -6.022, -4.330], [-8.022, -3.962, -6.193], [4.958, 9.725, 3.630], [5.467, 8.302, 3.793], [6.917, 8.161, 3.362], [4.636, 7.384, 3.079], [5.010, 10.025, 2.579], [3.921, 9.800, 3.955], [5.558, 10.426, 4.212], [5.369, 8.001, 4.839], [7.021, 8.418, 2.304], [7.258, 7.135, 3.498], [7.565, 8.824, 3.937], [4.686, 7.607, 2.142]]
}